Entry 1:
# C2H3Cl3NO

C2H3Cl3NO as an isolated structure in a non-equilibrium geometry (ωB97M-V with the def2-TZVPD basis set, the Open Molecules 2025 dataset).

Properties
Charge: -1
Gap between HOMO and LUMO (spin up / spin down) in eV: 7.04 / 6.11
HOMO level (spin up / spin down) in eV: -3.55 / -2.62
E in eV: -43224.434
Energy relative to the best compared isomer or geometry (same formula, charge and spin) in kcal per mole: 45.7
LUMO level (spin up / spin down) in eV: 3.49 / 3.49

Positions of all 10 atoms, in Å:
1 C -0.645 0.145 -0.541
2 C 0.326 -0.782 -0.105
3 N -0.244 1.459 0.818
4 O 0.924 1.951 0.558
5 Cl -0.035 -2.486 -1.572
6 Cl 1.957 -0.547 -0.440
7 Cl -0.121 -1.529 1.447
8 H -1.652 0.159 -0.475
9 H -0.212 0.612 -1.365
10 H -0.297 1.019 1.674

=====

Entry 2:
# C2H3Cl3OSi

C2H3Cl3OSi in the gas phase in a non-equilibrium geometry (ωB97M-V with the def2-TZVPD basis set, the Open Molecules 2025 dataset).

Properties
Multiplicity: 3
Gap between HOMO and LUMO (spin up / spin down) in eV: 7.17 / 8.21
⟨S²⟩: 2.009
HOMO level (spin up / spin down) in eV: -6.60 / -11.26
E in eV: -49609.883
Energy relative to the best compared isomer or geometry (same formula, charge and spin) in kcal per mole: 120.2
LUMO level (spin up / spin down) in eV: 0.56 / -3.05

Positions of all 10 atoms, in Å:
1 C 0.102 0.578 -0.425
2 C 1.523 -0.339 -0.146
3 O 0.260 1.575 -1.052
4 Si -1.612 0.056 0.367
5 Cl 2.816 0.470 -0.958
6 Cl 1.945 -0.442 1.529
7 Cl 1.180 -1.963 -0.790
8 H -1.930 -1.448 0.555
9 H -2.831 0.549 -0.526
10 H -1.454 0.964 1.447

=====

Entry 3:
# C2H3Cl3S

C2H3Cl3S as an isolated structure in a non-equilibrium geometry (ωB97M-V with the def2-TZVPD basis set, the Open Molecules 2025 dataset).

Properties
Gap between HOMO and LUMO in eV: 9.31
HOMO level in eV: -9.34
E in eV: -50524.498
Energy relative to the best compared isomer or geometry (same formula, charge and spin) in kcal per mole: 15.8
LUMO level in eV: -0.04

Positions of all 9 atoms, in Å:
1 C 0.263 -0.345 1.005
2 C 0.104 -0.345 -0.549
3 S -0.259 1.304 -1.369
4 Cl 1.109 1.166 1.528
5 Cl 1.622 -0.689 -1.381
6 Cl -2.267 1.617 -0.975
7 H 0.769 -1.096 1.360
8 H -0.724 -0.491 1.334
9 H -0.617 -1.121 -0.953